256
Properties=species:S:1:pos:R:3:forces:R:3:mulliken_charge:R:1 method="wB97M-V/def2-TZVPD" molar_mass_g_mol=1320.1 lumo_ev=-13.62 total_charge=+9 multiplicity=1 e_tot_ha=-6337.24397
C -5.253704 2.366925 3.450874 0.1 -0.4 0.0 -1.218
C -5.576603 3.638118 4.205060 0.3 1.4 1.5 -0.212
C -6.800572 3.429487 5.136723 -0.3 0.7 0.2 -0.773
N -7.170549 4.495509 6.189434 1.1 0.3 -0.7 -0.117
C -7.371587 5.842115 5.648594 -1.4 0.3 0.3 -1.034
C -6.144292 4.558038 7.309963 0.3 0.5 -1.2 -0.476
C -6.433513 3.312349 8.074985 -0.6 -0.9 0.8 -0.506
C -7.943652 2.910297 7.753045 1.3 1.2 -0.2 -0.761
C -8.422174 4.100180 6.931083 0.4 -0.2 0.3 -0.399
H -4.370099 2.533419 2.829514 -0.4 0.0 -0.4 0.367
H -6.115751 1.955765 2.916253 0.3 0.3 -0.3 0.405
H -4.936423 1.565085 4.120813 -0.1 0.1 0.3 0.201
H -5.774661 4.517456 3.580662 -0.1 -0.4 -0.4 0.378
H -4.641664 3.965149 4.746702 -1.0 -0.5 0.0 0.215
H -6.691741 2.536285 5.733037 0.1 -0.3 -0.2 0.293
H -7.722512 3.362515 4.540265 0.4 -0.2 0.0 0.406
H -6.467752 6.344088 5.436844 1.1 0.4 -0.3 0.410
H -7.900753 6.369374 6.450780 0.2 0.3 -0.5 0.462
H -8.015338 5.825236 4.780596 -0.1 -0.1 -0.2 0.403
H -6.321819 5.500424 7.846323 -0.2 -0.4 0.0 0.486
H -5.123829 4.660264 6.893159 -0.6 -0.3 0.0 0.297
H -6.252741 3.536295 9.117475 -0.3 -0.2 0.4 0.415
H -5.767517 2.483952 7.847910 0.1 0.0 -0.2 0.172
H -8.486232 2.826096 8.668599 -0.6 -0.5 0.3 0.441
H -7.987836 2.035642 7.113292 -0.2 -0.4 0.5 0.325
H -8.639502 4.982173 7.547618 -0.3 -0.5 -0.1 0.434
H -9.229815 3.906609 6.227994 0.0 0.0 0.0 0.392
C 4.968186 -1.635461 -1.719220 0.5 -0.9 1.2 -1.291
C 6.357755 -2.172464 -1.260569 0.2 0.9 -0.7 -0.280
C 7.356766 -1.724143 -2.368956 0.4 -0.8 2.1 -0.815
N 8.838114 -2.009368 -2.037017 -0.4 -0.5 -1.8 0.079
C 9.099004 -3.461224 -1.782119 -0.1 -0.4 1.1 -0.916
C 9.416948 -1.166824 -0.925414 -0.2 -1.0 0.9 -0.439
C 10.941826 -1.091683 -1.181554 -0.2 -0.4 -0.6 -0.636
C 11.093848 -1.521380 -2.674437 -0.5 1.4 0.3 -0.815
C 9.706471 -1.593257 -3.237652 -1.0 -0.7 0.5 -0.486
H 5.080421 -0.569739 -1.949585 -0.4 -0.4 -0.6 0.271
H 4.294963 -1.719476 -0.876602 -0.2 0.2 0.4 0.443
H 4.486674 -2.312127 -2.449941 0.6 0.9 -0.3 0.330
H 6.345581 -3.238582 -1.193324 -0.1 -0.8 0.0 0.367
H 6.633263 -1.819328 -0.244489 -0.1 0.2 -0.7 0.310
H 7.255020 -0.645913 -2.425858 0.3 0.1 -0.6 0.422
H 7.076851 -2.257840 -3.277931 0.4 0.3 -0.2 0.301
H 10.169673 -3.594683 -1.590054 -0.4 0.2 0.4 0.428
H 8.925294 -4.136146 -2.622053 -0.5 0.5 -0.2 0.320
H 8.478024 -3.756134 -0.908090 0.7 0.0 -0.6 0.340
H 9.154150 -1.703205 0.002576 0.2 0.5 -0.2 0.347
H 8.876354 -0.220439 -0.952612 0.3 0.1 0.0 0.367
H 11.560320 -1.751092 -0.574453 -0.5 -0.4 0.2 0.341
H 11.360048 -0.141889 -0.909383 -0.1 0.8 -0.3 0.366
H 11.582673 -2.466776 -2.688149 0.6 -0.5 -0.5 0.372
H 11.546746 -0.796041 -3.334033 1.0 0.1 0.2 0.382
H 9.616801 -2.337970 -4.044738 -0.3 0.4 0.3 0.429
H 9.268098 -0.629910 -3.502731 0.4 0.0 -0.4 0.460
C 0.366379 -9.108042 6.127229 -0.5 1.1 -0.1 -1.299
C 1.274828 -9.361519 4.922423 0.9 -0.1 0.5 -0.250
C 0.791652 -8.576196 3.688780 0.1 -0.7 0.5 -0.851
N 1.685901 -8.673286 2.471850 1.0 -0.5 0.5 0.471
C 1.889187 -10.076981 1.978813 0.5 -0.2 -1.3 -0.996
C 3.105983 -8.046148 2.796247 -0.5 -0.3 -1.5 -0.535
C 3.291112 -7.010619 1.692377 -0.2 1.5 -0.1 -0.616
C 1.836438 -6.527079 1.474054 0.2 0.3 1.7 -0.238
C 1.094332 -7.824361 1.386625 0.7 -0.3 -0.7 -0.736
H 0.505324 -9.735761 7.032006 0.6 0.6 -0.7 0.381
H -0.671374 -9.296553 5.854575 -0.2 -0.1 -0.2 0.351
H 0.420348 -8.011100 6.318669 0.0 -0.7 0.6 0.256
H 1.273003 -10.429559 4.765197 -0.1 -0.4 -0.6 0.407
H 2.334871 -9.133039 5.184189 -0.7 0.1 -0.2 0.362
H 0.761334 -7.494829 3.876721 -0.3 -0.3 0.2 0.184
H -0.197821 -8.968958 3.402976 0.3 0.3 0.0 0.460
H 2.623191 -10.638791 2.543895 0.1 0.3 0.3 0.391
H 2.199811 -10.042341 0.899078 0.0 0.1 1.2 0.356
H 0.987125 -10.647944 2.002097 -0.9 -0.1 0.1 0.416
H 3.844517 -8.833118 2.689161 -0.1 -0.1 0.5 0.275
H 3.069487 -7.612679 3.787362 0.0 -0.1 0.1 0.417
H 3.603779 -7.439467 0.722081 0.3 0.0 0.7 0.329
H 4.004654 -6.179412 1.991545 -0.8 -1.1 -0.4 0.347
H 1.644226 -5.876747 0.657509 0.1 0.4 -1.0 0.571
H 1.463397 -5.981001 2.365133 0.3 -0.1 -0.3 -0.107
H 1.305656 -8.310023 0.434979 0.0 0.0 0.0 0.375
H 0.034021 -7.768376 1.468837 -0.8 0.0 0.4 0.284
C 3.774962 0.276026 9.047541 -0.1 -0.2 1.7 -1.225
C 3.786303 1.724875 9.461954 0.4 0.4 1.1 0.063
C 2.677796 2.505672 8.827414 0.1 1.0 -1.7 -0.604
O 1.472928 1.930179 9.183833 -0.7 -0.3 0.6 -0.342
C 0.377699 2.428287 8.461351 -1.0 0.5 0.1 -0.826
N 3.499715 1.807297 10.981781 0.0 0.6 -0.8 -0.310
H 3.687009 2.735813 11.384849 -0.2 -0.2 -0.2 0.365
H 2.520310 1.573072 11.068576 -0.7 0.1 0.4 0.326
H 4.011222 1.148774 11.534605 0.7 -0.7 0.4 0.342
H 2.767141 -0.086166 9.334402 0.4 -0.2 -0.9 0.322
H 4.463019 -0.304461 9.684226 0.1 0.2 -0.5 0.409
H 4.059747 0.213933 8.006634 -0.3 -0.4 -0.2 0.347
H 4.729804 2.251631 9.351007 0.2 -0.2 -0.3 0.389
H 2.747089 2.422091 7.708973 0.5 0.3 0.7 0.369
H 2.715692 3.581670 9.102914 0.0 -0.4 -0.1 0.445
H -0.537184 2.018180 8.886271 0.2 -0.2 0.0 0.294
H 0.418059 2.199039 7.398929 0.3 -0.4 -0.2 0.286
H 0.248097 3.513224 8.512447 0.4 0.1 0.3 0.349
C 3.526606 -5.686317 -7.038737 1.4 0.6 0.4 -1.369
C 2.526306 -6.561495 -6.367640 -0.8 -1.3 0.7 0.291
C 1.612263 -6.004150 -5.289404 -1.1 0.4 -1.5 -0.965
O 0.842587 -4.931485 -5.843880 -0.2 0.6 1.4 -0.280
C 0.042551 -4.323541 -4.760565 1.0 -1.0 0.0 -0.559
N 1.567531 -7.192711 -7.386405 -0.6 0.4 1.2 -0.254
H 1.153478 -8.029139 -6.987443 0.5 -0.8 -0.2 0.355
H 0.721161 -6.634249 -7.490002 0.2 0.8 -0.5 0.310
H 2.003172 -7.356452 -8.274444 0.2 -0.4 -0.8 0.346
H 4.229261 -5.266032 -6.268958 -0.8 -0.3 -0.6 0.330
H 3.080507 -4.856105 -7.576560 -0.1 0.1 -0.1 0.360
H 4.194612 -6.254372 -7.705354 -0.4 0.1 0.1 0.446
H 2.994637 -7.425419 -5.879234 0.3 0.1 -0.3 0.324
H 2.159876 -5.700821 -4.436594 0.8 0.5 0.9 0.515
H 0.913131 -6.783371 -4.955388 0.1 -0.2 0.0 0.470
H 0.695494 -3.896581 -3.954645 -0.3 -0.3 -0.8 0.245
H -0.526346 -5.161586 -4.308905 -0.2 0.7 -0.2 0.336
H -0.575229 -3.520927 -5.163029 0.0 -0.4 -0.1 0.107
C 5.882568 3.401136 1.791283 0.5 0.5 -1.6 -1.614
C 4.838926 3.405282 0.666423 0.0 -0.3 1.5 1.065
C 5.379161 3.777942 -0.700330 -1.5 0.2 -0.2 -0.969
O 4.383822 3.423236 -1.659548 0.8 -0.5 -0.3 -0.226
C 4.766114 3.660439 -3.046232 -0.3 0.0 0.4 -0.813
N 4.248850 1.999703 0.631693 -0.4 1.0 -2.1 0.330
H 3.220858 1.972323 0.704441 -1.0 0.1 0.1 -0.398
H 4.380863 1.599706 -0.309380 0.2 0.1 0.3 0.382
H 4.544242 1.374060 1.335921 0.9 -0.7 1.0 0.422
H 6.431321 4.331843 1.859726 -0.2 0.5 0.0 0.433
H 6.636996 2.731282 1.416885 0.5 -0.8 0.5 0.419
H 5.506736 3.163300 2.769516 -0.3 -0.3 0.3 0.440
H 4.041496 4.076613 0.972260 -0.4 -0.1 -0.4 -0.402
H 6.303901 3.265888 -0.916476 0.6 0.1 -0.1 0.526
H 5.441899 4.862125 -0.704892 0.8 0.2 0.0 0.463
H 5.669452 3.128150 -3.418787 -0.5 0.0 0.7 0.296
H 4.939827 4.729053 -3.205338 -0.2 -0.1 0.0 0.338
H 3.880178 3.311784 -3.578132 0.3 0.2 -0.3 0.240
C -0.093478 5.017396 2.753738 -0.3 0.5 0.7 -1.143
C 0.116966 6.432514 2.318523 1.0 1.5 0.5 -0.613
N 0.248538 6.597840 0.831504 -1.8 1.3 0.5 0.456
C 0.133293 8.087301 0.496176 1.3 -0.5 -0.6 -0.796
C 1.565887 6.140260 0.461904 1.6 -2.3 0.7 -0.735
C 2.149938 6.285521 -0.893902 -1.0 1.2 -1.4 -0.771
C -0.847258 5.850410 0.146794 0.9 -0.6 -0.5 -1.374
C -2.265263 6.252994 0.447692 0.4 0.8 -1.2 -0.780
O -2.479679 7.468527 -0.266886 -1.0 -0.1 0.9 -0.376
C -3.817578 8.050395 -0.031893 1.4 -0.6 -0.7 -0.770
H -0.994988 4.678699 2.265994 -0.2 -0.6 0.3 0.246
H -0.242822 5.059776 3.830958 -0.2 -0.1 0.1 0.461
H 0.723258 4.336728 2.598530 0.3 -0.2 -0.4 0.250
H 1.030678 6.926246 2.734466 -0.7 -0.6 -0.2 0.573
H -0.690058 7.105165 2.628959 -0.1 -0.5 0.0 0.535
H 1.176945 8.408760 0.367807 -0.6 0.4 0.2 0.349
H -0.365590 8.604605 1.291762 -0.2 0.3 0.2 0.326
H -0.406371 8.189559 -0.436706 0.1 0.1 0.1 0.406
H 1.665792 5.063439 0.737536 -0.6 0.5 -0.2 0.275
H 2.235112 6.597652 1.152093 0.5 0.7 0.6 0.538
H 3.027485 5.695572 -0.859242 0.8 -0.9 -0.3 -0.013
H 2.511238 7.292033 -1.160431 -0.5 -0.2 0.2 0.416
H 1.474288 5.922715 -1.685942 0.5 0.0 0.2 0.283
H -0.643196 4.785765 0.268346 -0.2 0.0 0.3 0.785
H -0.648000 6.040998 -0.888664 -0.2 0.1 -0.8 0.604
H -2.480086 6.329994 1.499233 -0.2 0.2 0.6 0.379
H -2.863126 5.444276 0.036054 -0.5 -0.2 -0.1 0.570
H -3.853963 8.959061 -0.614653 0.0 0.0 -0.3 0.286
H -3.930981 8.347105 1.003750 -0.2 -0.3 0.3 0.323
H -4.518233 7.307033 -0.412037 -0.4 0.3 0.4 0.294
C 1.141142 -0.021042 -9.900204 1.3 -1.2 -2.2 -1.494
C 0.067923 -0.989439 -9.488910 -0.1 0.0 1.9 -0.233
N -1.275883 -0.371220 -9.077349 -0.5 -0.1 -1.0 0.134
C -1.934879 -0.091957 -10.388517 -1.1 0.3 -0.2 -0.976
C -2.147541 -1.281341 -8.222005 0.3 -0.5 0.0 -0.160
C -3.588747 -0.813412 -7.974120 0.3 0.2 -0.5 -0.900
C -1.130795 0.914658 -8.415360 2.1 1.4 1.0 -1.290
C -0.231316 1.022274 -7.139844 -0.5 -0.3 0.4 -1.013
O -0.991505 0.534086 -6.037354 -0.1 -0.1 0.8 -0.063
C -0.440490 0.621477 -4.701424 -0.6 0.4 -0.6 -0.874
H 1.982913 -0.620165 -10.309704 -0.5 -0.4 0.2 0.453
H 1.699670 0.510260 -9.182190 -0.2 0.9 1.3 0.369
H 1.002715 0.576538 -10.795248 -0.8 0.4 0.1 0.384
H 0.401106 -1.505295 -8.574306 0.0 -0.2 -0.5 0.398
H -0.218228 -1.687396 -10.259853 0.3 -0.3 -0.2 0.531
H -2.769032 0.553998 -10.202390 -0.5 0.5 0.1 0.408
H -2.387609 -0.998468 -10.768717 0.4 -0.3 -0.3 0.395
H -1.304958 0.435895 -11.111888 0.2 -0.5 0.3 0.442
H -1.623533 -1.329298 -7.259095 -0.1 -0.1 -0.3 0.154
H -2.116595 -2.271227 -8.693723 -0.1 0.2 0.0 0.495
H -3.609584 0.186564 -7.554474 0.0 0.1 0.2 -0.085
H -4.036509 -1.487368 -7.255836 0.0 -0.2 0.2 0.467
H -4.256253 -0.810132 -8.839719 0.3 -0.1 -0.1 0.417
H -2.095218 1.356224 -8.200980 -0.2 -0.1 0.1 0.508
H -0.653918 1.550267 -9.151316 0.0 0.3 -0.1 0.774
H 0.039256 2.081722 -7.049209 -0.3 0.0 0.1 0.487
H 0.723508 0.488812 -7.092145 0.0 -0.2 -0.8 0.434
H -0.784926 1.553430 -4.233152 0.4 0.0 -0.1 0.203
H 0.647328 0.526500 -4.623255 -0.1 0.1 -0.4 0.366
H -0.878017 -0.183460 -4.118777 -0.1 -0.2 -0.1 0.274
C -3.947327 1.743650 -2.343186 -1.1 -1.2 -0.6 -1.675
C -4.221713 2.669892 -3.516581 -0.7 2.0 0.9 -0.114
N -5.398095 2.371610 -4.440147 2.3 0.2 -0.1 0.722
C -5.015516 1.129777 -5.183097 -0.7 1.1 0.1 -1.345
C -6.626933 2.207408 -3.637773 0.2 -1.5 0.4 -0.434
C -7.892360 2.001814 -4.434326 0.1 -0.4 1.1 -1.305
C -5.542698 3.527871 -5.353842 -0.8 1.6 -0.1 -0.713
C -4.356167 4.236452 -5.972442 -0.3 0.1 0.4 -1.167
O -3.621967 3.403771 -6.817378 0.4 0.2 -0.3 -0.143
C -3.037145 4.141419 -7.918543 -1.0 -1.2 -0.5 -0.729
H -4.795220 1.651665 -1.636760 0.4 0.2 -0.5 0.333
H -3.102876 2.076948 -1.764603 0.4 0.3 0.0 0.517
H -3.736289 0.730085 -2.733433 0.1 0.4 0.4 0.331
H -3.368787 2.803608 -4.164282 0.3 -0.2 -0.1 0.274
H -4.468003 3.692384 -3.130546 0.3 -0.7 -0.2 0.448
H -5.081986 0.403491 -4.414776 0.1 -1.3 0.1 0.462
H -4.021574 1.275785 -5.572755 0.3 -0.1 -0.1 0.306
H -5.728204 0.995884 -5.978080 -0.2 -0.4 -0.2 0.577
H -6.692778 3.057276 -2.970013 -0.1 0.3 0.0 0.371
H -6.391840 1.325763 -3.007779 -0.5 0.4 -0.3 0.331
H -8.197417 2.924525 -4.869828 -0.5 0.5 -0.4 0.415
H -8.596213 1.699798 -3.656497 -0.4 0.2 -0.3 0.422
H -7.878994 1.199041 -5.163298 0.2 0.0 -0.1 0.350
H -6.029333 4.309481 -4.749254 0.0 -0.2 -0.2 0.481
H -6.227136 3.280494 -6.148992 -0.3 -0.4 -0.1 0.518
H -3.774670 4.725676 -5.193260 0.6 -0.1 0.1 0.315
H -4.798816 5.084994 -6.514604 -0.1 -0.3 -0.1 0.538
H -3.714009 4.937853 -8.195476 0.0 0.4 -0.1 0.493
H -3.050405 3.443996 -8.779508 0.4 0.4 0.4 0.149
H -2.054021 4.514469 -7.690582 0.4 0.1 0.1 0.266
C -2.778719 -1.042943 6.241908 -1.0 1.4 -0.4 -1.248
C -3.340377 -2.178246 5.438777 -1.2 -0.1 0.3 -0.486
N -2.428201 -3.261880 5.041180 0.1 -0.8 -0.1 -0.160
C -1.980331 -3.987679 6.247064 -0.2 -0.3 0.4 -1.069
C -3.142212 -4.223738 4.117619 -0.8 0.3 0.0 -0.435
C -2.398141 -5.449225 3.594824 0.2 0.1 0.2 -1.471
C -1.251320 -2.703999 4.356205 1.3 1.3 0.9 -0.977
C -1.472265 -1.894780 3.053665 0.1 -0.2 1.6 -0.802
O -1.662833 -2.820046 2.040628 -0.1 0.1 -0.1 -0.112
C -1.695256 -2.200777 0.785688 -0.2 -0.7 -1.3 -0.904
H -2.384286 -1.287527 7.206880 0.4 -0.4 0.4 0.358
H -3.701654 -0.460074 6.444542 0.6 -0.1 0.1 0.306
H -2.122574 -0.350850 5.712650 0.2 -0.2 0.0 0.349
H -3.778904 -1.837836 4.504950 -0.2 0.2 0.1 0.479
H -4.136062 -2.600580 6.080010 0.3 -0.2 -0.7 0.526
H -1.451323 -4.857405 5.893924 0.0 -0.5 0.2 0.534
H -2.866797 -4.245446 6.850682 0.5 -0.1 -0.3 0.337
H -1.284587 -3.390241 6.823282 -0.1 0.2 0.1 0.440
H -3.453243 -3.560205 3.299982 0.0 -0.6 0.1 0.530
H -4.030314 -4.539878 4.673716 0.0 0.0 -0.2 0.565
H -2.319392 -6.293707 4.299251 -0.1 0.5 -0.1 0.508
H -1.414244 -5.232318 3.165295 -0.2 0.1 0.1 0.247
H -3.024063 -5.782205 2.773628 0.0 -0.2 -0.2 0.452
H -0.572383 -3.538345 4.243228 0.2 -0.1 -0.6 0.756
H -0.784265 -2.118524 5.177865 -0.1 0.2 -1.0 0.540
H -0.651345 -1.201315 2.877818 0.8 -0.4 -0.1 0.553
H -2.269395 -1.154132 3.148516 -0.7 -0.3 0.1 0.275
H -2.619410 -1.649578 0.573005 0.0 0.1 0.4 0.326
H -1.636631 -3.006774 0.051671 -0.1 0.0 0.0 0.231
H -0.832369 -1.578596 0.620300 0.4 0.6 0.1 0.320
Br 1.155908 1.102081 0.849446 0.1 0.2 0.0 -0.892